The following is a DFT calculation (the ωB97M-V functional and the def2-TZVPD basis) of a gas-phase ion, C27H46Br2F3N2O4 (charge +1) in a non-equilibrium geometry.

Geometry as XYZ:
```
84
Properties=species:S:1:pos:R:3:mulliken_charge:R:1
C -0.17913 5.11986 3.42949 0.02
C -0.71754 4.08939 3.12695 -1.00
C -1.38915 2.74805 2.74930 -0.45
N -1.40363 2.40805 1.29384 0.71
O -2.31796 1.38832 0.96060 -0.34
C -2.32036 0.27454 1.86265 -0.31
C -3.07015 -0.93463 1.11172 0.05
C -4.62465 -0.90484 1.42497 -1.47
C -2.71135 -0.96981 -0.43689 2.01
C -3.69924 -0.14697 -1.36233 -1.33
C -2.62009 -2.51098 -0.88695 -1.28
C -2.07696 3.58774 0.59018 -0.65
C -1.12974 4.64738 -0.09449 0.06
N -1.18869 6.01110 0.51191 -0.65
O 0.26480 4.32466 -0.18103 -0.51
C 0.42322 2.93765 -0.51141 0.24
C -0.22596 2.54118 -1.93705 -0.67
C 0.72840 1.63133 -2.81505 -0.99
C 0.47905 0.06819 -2.57245 0.85
C 1.14585 -0.81117 -3.70631 -0.80
C 0.69499 -2.34552 -3.53096 -0.14
C 1.91623 -3.33914 -3.35934 -1.19
C 2.57521 -3.09851 -1.92704 0.79
C 2.28789 -4.32029 -0.93605 -0.77
O 1.67934 -3.86455 0.29976 -0.03
C 1.65723 -4.93275 1.21719 0.52
C 2.69213 -5.01666 2.40268 -0.78
O 0.84377 -5.81814 1.08425 -0.53
C -0.10543 1.98541 0.67399 1.60
C 1.11424 1.77737 1.65922 -1.46
C 2.29143 0.88464 1.02346 0.11
C 3.12676 0.19198 2.17964 0.11
F 2.32221 -0.70423 2.93105 -0.26
Br 3.95823 1.52676 3.38849 -0.03
C 4.30744 -0.72743 1.58636 0.53
F 3.66799 -1.63157 0.72205 -0.12
F 5.23964 0.05488 0.94518 -0.21
Br 5.06776 -1.83215 3.03413 -0.09
H 0.39524 6.03224 3.68305 0.40
H -0.94114 1.99418 3.44419 0.58
H -2.47512 2.85087 3.06782 0.69
H -2.91857 0.43016 2.81910 0.37
H -1.28695 -0.04641 2.21683 0.22
H -2.67944 -1.90609 1.54909 0.46
H -5.06950 -1.93214 1.25454 0.33
H -5.20200 -0.12265 0.86226 0.30
H -4.73538 -0.64020 2.52568 0.41
H -1.67161 -0.55290 -0.64228 -1.29
H -3.82818 0.92493 -1.00494 0.07
H -4.70740 -0.64092 -1.45658 0.44
H -3.23902 -0.05284 -2.39578 0.34
H -2.49131 -2.57840 -2.00798 0.33
H -3.51098 -3.08137 -0.50808 0.36
H -1.63884 -2.88115 -0.45005 0.27
H -2.76049 4.12827 1.31643 0.58
H -2.78633 3.21918 -0.21428 0.25
H -1.49411 4.81674 -1.15927 0.23
H -0.24220 6.24653 0.83499 0.29
H -1.80125 6.02337 1.32934 0.36
H 1.53710 2.79933 -0.68282 0.48
H -0.48700 3.47583 -2.51045 0.51
H -1.16971 1.94102 -1.72055 0.02
H 1.81437 1.92047 -2.74725 0.28
H 0.42648 1.80310 -3.89750 0.36
H 0.76396 -0.25524 -1.52943 -0.30
H -0.64234 -0.10305 -2.66927 -0.16
H 0.76170 -0.50901 -4.72888 0.38
H 2.27290 -0.76427 -3.65798 0.40
H 0.06535 -2.69824 -4.40419 0.50
H 0.03226 -2.41694 -2.61188 -0.21
H 1.57120 -4.41567 -3.43002 0.39
H 2.61695 -3.16138 -4.22163 0.38
H 2.20415 -2.14615 -1.44645 -0.89
H 3.69303 -3.02039 -2.10331 0.41
H 3.27654 -4.80644 -0.68316 0.42
H 1.65483 -5.11820 -1.43160 0.33
H 2.56076 -4.18401 3.15763 0.19
H 2.55949 -5.98655 2.95030 0.33
H 3.75463 -4.97908 2.01607 0.24
H -0.24031 0.98854 0.14629 -1.45
H 0.85203 1.21535 2.61239 0.41
H 1.51510 2.79473 1.93610 0.42
H 1.91847 0.14420 0.26545 -0.51
H 3.01675 1.60348 0.52844 0.55
```

Properties
Net charge: +1
HOMO (eV): -12.1
Spin multiplicity: 1
SMILES: C#CC[N@@+]1(OC[C@@H](C)C(C)C)C[C@@H](N)O[C@H](CCCCCCCCOC(C)=O)[C@H]1CC[C@](F)(Br)C(F)(F)Br



The following is a DFT calculation (the ωB97M-V functional and the def2-TZVPD basis) of 8 unconnected molecules or ions with the total composition C32H64O18 in a non-equilibrium geometry.

Geometry as XYZ:
```
114
Properties=species:S:1:pos:R:3:mulliken_charge:R:1
C -4.88275 -11.74817 -1.59276 -1.05
C -4.17867 -10.62121 -0.71577 -0.34
O -3.77733 -11.31219 0.49589 -0.22
C -3.00525 -10.77258 1.37452 0.71
O -2.44637 -9.64820 1.34409 -0.59
O -2.84955 -11.69826 2.42001 -0.31
C -1.93783 -11.45350 3.52348 -0.62
H -5.61148 -12.34778 -1.04729 0.31
H -4.05223 -12.35460 -1.95412 0.29
H -5.32184 -11.23412 -2.44777 0.37
H -4.89621 -9.89440 -0.33498 0.30
H -3.31729 -10.12034 -1.15765 0.35
H -1.95398 -12.25066 4.26671 0.24
H -2.28336 -10.62671 4.14406 0.28
H -0.91898 -11.40285 3.13946 0.28
C -5.63545 2.04948 -6.70695 -1.18
C -4.69896 0.92518 -7.05613 -0.17
O -3.37634 1.36933 -6.92829 -0.23
C -2.54719 1.15850 -7.95621 0.71
O -2.80542 0.82553 -9.11933 -0.57
O -1.24802 1.35649 -7.49397 -0.30
C -0.15822 1.23078 -8.32752 -0.63
H -5.29135 3.02359 -7.05453 0.34
H -5.62286 2.23262 -5.63251 0.27
H -6.68207 2.01196 -7.00908 0.36
H -4.95895 0.64580 -8.07713 0.30
H -4.92273 0.05671 -6.43663 0.30
H 0.75814 1.39730 -7.76126 0.24
H 0.01898 1.97828 -9.10079 0.28
H -0.28457 0.25924 -8.80528 0.29
C 3.54653 3.23932 3.45111 -0.98
C 4.98705 2.86232 3.47013 -0.26
O 5.36606 2.21434 2.24285 -0.31
C 5.53057 2.95038 1.14022 0.73
O 5.55001 4.20067 1.03101 -0.58
O 5.91261 2.03730 0.17210 -0.30
C 6.29004 2.51099 -1.07654 -0.67
H 3.03058 2.29373 3.61772 0.28
H 3.13800 3.88315 2.67222 0.34
H 3.37692 3.84418 4.34188 0.33
H 5.22187 2.05165 4.15989 0.26
H 5.66521 3.67415 3.73305 0.33
H 5.66946 3.36694 -1.34175 0.30
H 6.13009 1.83014 -1.91258 0.26
H 7.34892 2.74113 -1.19448 0.28
C -4.43685 -2.13689 -0.03895 -1.05
C -3.60423 -1.26049 0.77305 -0.18
O -2.57780 -0.61965 -0.01172 -0.33
C -2.71623 0.68195 -0.46181 0.78
O -3.78225 1.33601 -0.41329 -0.60
O -1.54080 1.14676 -0.76483 -0.30
C -1.40988 2.47300 -1.20884 -0.65
H -5.10955 -2.80869 0.49421 0.37
H -3.74241 -2.81610 -0.53344 0.26
H -4.95648 -1.52285 -0.77450 0.27
H -3.05176 -1.79739 1.54416 0.26
H -4.15260 -0.42576 1.20965 0.34
H -2.27436 2.75196 -1.81128 0.31
H -0.40123 2.65246 -1.58102 0.23
H -1.50313 3.18418 -0.38809 0.30
C 2.41944 -4.73399 6.55304 -1.03
C 1.09019 -4.48095 7.31388 -0.20
O 0.72559 -5.75057 7.82896 -0.29
C 0.94751 -6.08600 9.16323 0.72
O 1.36091 -5.31183 10.02166 -0.57
O 0.68724 -7.39442 9.39390 -0.30
C 0.90469 -7.89175 10.71669 -0.71
H 2.94794 -3.80996 6.31862 0.34
H 2.37035 -5.21701 5.57714 0.29
H 3.07129 -5.32039 7.20058 0.28
H 0.32679 -4.09639 6.63754 0.27
H 1.29805 -3.68013 8.02351 0.30
H 0.72264 -8.96644 10.71477 0.27
H 0.06101 -7.53141 11.30529 0.31
H 1.74242 -7.60034 11.35024 0.31
C -0.70762 9.65344 5.92513 -0.47
C -1.20651 8.97414 4.63636 -0.41
C -2.16497 7.85524 5.00491 -0.43
O -1.78930 7.65024 6.37123 -0.41
C -1.47439 8.89067 6.91970 -0.41
H -0.99769 10.70363 5.89253 0.22
H 0.35061 9.60614 6.18206 0.29
H -0.28595 8.65483 4.14777 0.24
H -1.78034 9.67564 4.03079 0.32
H -1.99463 6.93333 4.44888 0.22
H -3.23985 7.98497 4.87882 0.28
H -0.83827 8.72370 7.78893 0.26
H -2.37640 9.31276 7.36278 0.30
C 3.68884 10.93049 -6.07824 -0.55
C 3.15227 9.54723 -6.06488 -0.52
C 1.91725 9.64300 -5.21458 -0.41
O 1.42736 10.88871 -5.58143 -0.40
C 2.36036 11.73159 -6.20826 -0.41
H 4.34263 11.00783 -6.94697 0.29
H 4.18385 11.31133 -5.18491 0.29
H 3.86953 8.91401 -5.54269 0.31
H 2.84113 9.18334 -7.04410 0.28
H 2.20785 9.51321 -4.17208 0.30
H 1.23532 8.84061 -5.49603 0.27
H 2.48730 12.69693 -5.71825 0.27
H 2.14690 11.87648 -7.26729 0.28
C 3.12206 -4.40685 -2.85999 -0.60
C 1.79732 -5.13749 -2.41242 -0.53
C 0.94723 -4.69103 -3.66489 -0.44
O 1.81933 -4.46664 -4.75318 -0.42
C 3.23144 -4.48786 -4.37782 -0.34
H 3.98503 -4.85922 -2.37137 0.35
H 2.98703 -3.35295 -2.61677 0.29
H 1.44506 -4.80445 -1.43615 0.30
H 1.93709 -6.21743 -2.46022 0.30
H 0.58633 -3.67180 -3.52702 0.24
H 0.04252 -5.28798 -3.78003 0.33
H 3.79092 -3.60942 -4.69941 0.24
H 3.66159 -5.41255 -4.76257 0.29
```

Properties
HOMO (eV): -9.3
Spin multiplicity: 1
SMILES: CCOC(=O)OC.CCOC(=O)OC.CCOC(=O)OC.CCOC(=O)OC.CCOC(=O)OC.C1CCOC1.C1CCOC1.C1CCOC1



The following is a DFT calculation (the ωB97M-V functional and the def2-TZVPD basis) of a gas-phase ion, H2N3O2S (charge -1) in a non-equilibrium geometry.

Geometry as XYZ:
```
8
Properties=species:S:1:pos:R:3:mulliken_charge:R:1
N 1.24404 -0.05150 -0.32244 -0.62
N 0.06352 0.64969 -0.13505 0.53
O 0.14346 1.92022 0.04466 -0.76
N -0.98149 -0.08405 0.12166 0.56
O -2.07215 0.48124 0.16884 -0.70
S -0.91176 -1.73514 0.02185 -0.56
H 0.84023 -1.06497 -0.50320 0.31
H 1.67415 -0.11548 0.60368 0.25
```

Properties
Net charge: -1
HOMO (spin up / spin down) (eV): -3.3 / -3.3
Spin multiplicity: 1
SMILES: NN([O-])[N+]([O-])=S



The following is a DFT calculation (the ωB97M-V functional and the def2-TZVPD basis) of 4 unconnected molecules or ions with the total composition C4H13NO3 in a non-equilibrium geometry.

Geometry as XYZ:
```
21
Properties=species:S:1:pos:R:3:mulliken_charge:R:1
C -1.21899 -1.32499 -1.67423 -0.83
C -0.60149 -0.15624 -1.58620 -0.40
C 0.84520 0.00010 -1.32357 0.83
C 1.43431 1.18858 -1.49126 -1.11
N 1.51498 -1.08401 -0.75722 -0.42
H -2.22195 -1.40979 -2.07803 0.26
H -0.77507 -2.29816 -1.54819 0.18
H -1.11418 0.77858 -1.76802 0.52
H 0.88380 2.00789 -1.92253 0.27
H 2.48796 1.37565 -1.30188 0.29
H 0.98155 -1.93955 -0.74104 0.12
H 2.48332 -1.23451 -0.99159 0.27
O -3.11719 0.27651 0.17628 -0.60
H -2.50681 0.67790 -0.44596 0.36
H -2.96457 0.55075 1.08955 0.28
O 2.30370 0.78408 2.26832 -0.64
H 1.59359 1.42517 2.14698 0.31
H 2.42369 0.44948 1.36285 0.32
O -0.93069 -0.03506 2.89306 -0.61
H -0.17491 -0.40575 2.39976 0.34
H -1.01551 0.78025 2.37790 0.27
```

Properties
HOMO (eV): -8.8
Spin multiplicity: 1
SMILES: C=CC(=C)N.O.O.O



The following is a DFT calculation (the ωB97M-V functional and the def2-TZVPD basis) of C5H7NS3 in the gas phase in a non-equilibrium geometry.

Geometry as XYZ:
```
16
Properties=species:S:1:pos:R:3:mulliken_charge:R:1
C -1.37820 2.38402 -0.02985 -0.85
S -2.46045 0.93212 0.08968 -0.03
C -1.56605 -0.52070 0.29390 0.17
S -2.51321 -1.90648 0.33614 -0.25
C 0.05434 -0.69505 0.17246 0.21
N 0.77921 0.23707 -0.18335 -0.31
C 2.10735 -0.10341 -0.32023 -0.48
S 2.36946 -1.67747 0.47000 -0.16
C 0.63273 -2.08587 0.35911 -0.66
H -1.81228 3.11259 -0.73801 0.35
H -0.48661 2.22821 -0.56184 0.34
H -1.39997 2.88244 0.89693 0.30
H 2.41705 -0.07512 -1.52877 0.26
H 2.76186 0.54981 0.23033 0.34
H 0.17981 -2.65151 1.12403 0.47
H 0.31497 -2.61067 -0.61053 0.31
```

Properties
HOMO (eV): -8.8
Spin multiplicity: 1
SMILES: CSC(=S)C1=NCSC1



The following is a DFT calculation (the ωB97M-V functional and the def2-TZVPD basis) of 14 unconnected molecules or ions with the total composition C3H35N3O14 in a non-equilibrium geometry.

Geometry as XYZ:
```
55
Properties=species:S:1:pos:R:3:mulliken_charge:R:1
O 1.72948 1.98496 -0.36074 -0.82
C 1.38540 1.06183 -1.10102 0.28
N 0.84242 -0.07722 -0.62359 1.48
C 0.12852 -0.18841 0.67752 -0.69
N 0.02260 -1.57105 1.13808 -0.50
C 1.52597 1.17037 -2.65509 -0.88
N 0.27242 1.57544 -3.28244 -0.65
H 0.69321 -0.86134 -1.21474 -0.16
H 0.73053 0.37530 1.38391 -0.40
H -0.83025 0.28519 0.51064 0.76
H 0.94978 -1.93932 1.33091 0.33
H -0.52097 -1.47976 1.99115 0.28
H 1.68174 0.13185 -2.93940 0.35
H 2.39369 1.81801 -2.73510 0.38
H 0.04807 2.53372 -3.03773 0.31
H -0.44589 0.95898 -2.91982 0.28
H -2.41679 1.21710 2.06445 0.32
H -2.10866 0.30535 3.38823 0.22
O -1.84322 0.52481 2.49425 -0.60
H -2.34184 2.89480 1.15065 0.37
H -3.62994 2.09316 0.77914 0.46
O -3.17543 2.55580 1.51755 -0.75
H 2.07977 -2.54222 -0.36562 0.23
H 3.04583 -3.36756 0.48264 0.27
O 2.66969 -2.48455 0.40051 -0.61
H 0.04280 -4.14787 -2.26319 0.32
H 0.18939 -2.66871 -2.64391 0.30
O 0.37522 -3.30458 -1.93728 -0.69
H 3.04911 1.11364 1.01493 0.39
H 4.23086 1.94833 0.48171 0.34
O 4.00608 1.10900 0.88766 -0.70
H -1.37394 -2.34901 0.34033 0.37
H -1.06319 -3.41993 -0.66834 0.39
O -1.83383 -3.00076 -0.25393 -0.81
H -1.28572 -0.79507 -1.67992 0.16
H -2.07049 -1.39543 -2.80739 0.34
O -1.21459 -0.99380 -2.61672 -0.59
H 3.19006 0.41268 2.76064 0.28
H 1.79105 0.93433 3.33478 0.37
O 2.26762 0.19676 2.92564 -0.64
H 0.03660 1.27115 4.67132 0.31
H -0.26179 1.69108 3.21644 0.41
O 0.26001 1.92562 4.00312 -0.74
H -4.89117 1.45976 -1.20643 0.29
H -3.94208 0.30664 -0.84976 0.42
O -4.23718 1.18865 -0.55804 -0.67
H -0.08276 3.71938 1.69926 0.28
H 0.43944 2.71536 0.62704 0.28
O -0.36907 3.13370 0.99195 -0.61
H -2.88606 -1.99701 -0.86252 0.41
H -4.32699 -1.79465 -1.11645 0.32
O -3.49956 -1.37339 -1.37148 -0.80
H 3.82322 -0.25516 -1.24409 0.33
H 3.19585 -1.60853 -1.14599 0.38
O 3.55502 -0.99744 -1.80371 -0.72
```

Properties
HOMO (eV): -9.0
Spin multiplicity: 1